{"formula": "C3H8O2Si2", "method": "the ωB97M-V functional and the def2-TZVPD basis", "total_energy_ha": -848.51671, "fmax_ev_per_a": 2.68, "relative_energy_kj_mol": 365.8, "smiles": "C=C[Si](C)=O.O=[SiH2]", "species": ["Si", "Si", "O", "O", "C", "C", "C", "H", "H", "H", "H", "H", "H", "H", "H"], "coordinates": [[0.8459, -0.7505, -0.5164], [-3.3456, 0.5197, 0.1020], [-3.1481, 1.7925, -0.7508], [-0.2282, -1.7524, -0.7713], [0.5999, 0.2960, 2.1447], [2.2245, -0.6036, -1.8060], [0.7702, 0.4923, 0.8276], [0.4222, -0.8057, 2.5085], [-3.6520, -0.8114, -0.2904], [0.5816, 1.0871, 2.9212], [3.2189, -0.1575, -1.4199], [-3.2090, 0.7151, 1.5000], [1.8657, 0.0817, -2.6429], [0.8391, 1.4639, 0.4667], [2.2149, -1.5672, -2.2731]], "nbo_charge": [1.994, 1.615, -1.134, -1.178, -0.292, -1.183, -0.767, 0.202, -0.226, 0.210, 0.257, -0.256, 0.267, 0.227, 0.264]}


{"formula": "CH3FIP", "method": "the ωB97M-V functional and the def2-TZVPD basis", "total_energy_ha": -778.77778, "fmax_ev_per_a": 5.69, "relative_energy_kj_mol": 97.0, "species": ["I", "P", "F", "C", "H", "H", "H"], "coordinates": [[0.9567, 1.9162, 1.1171], [0.5887, -1.1239, 0.0049], [-0.5251, -1.7147, -1.0476], [-0.2991, 0.3324, 0.4294], [-1.0555, 0.1308, 1.1047], [1.3947, -0.3567, -0.9517], [-1.0605, 0.8159, -0.6569]], "nbo_charge": [0.146, 0.997, -0.581, -0.947, 0.215, -0.087, 0.256]}


{"formula": "C8H17N3O", "method": "the ωB97M-V functional and the def2-TZVPD basis", "total_energy_ha": -554.43397, "fmax_ev_per_a": 1.38, "relative_energy_kj_mol": 230.9, "smiles": "C[C@@H]1N[C@@H]1C=O.NCC1CNC1", "species": ["O", "N", "N", "N", "C", "C", "C", "C", "C", "C", "C", "C", "H", "H", "H", "H", "H", "H", "H", "H", "H", "H", "H", "H", "H", "H", "H", "H", "H"], "coordinates": [[-2.8958, 2.2403, 0.0109], [4.0512, -1.8325, -0.1350], [-1.7248, -1.0914, -0.6296], [1.1138, 1.5272, -0.1634], [-3.0987, -1.3597, -0.2338], [1.6277, 0.3333, -0.8196], [-2.4474, 1.1172, 0.1147], [2.2555, 1.5525, 0.7555], [-2.7208, -0.0363, -0.7657], [2.5466, 0.0751, 0.3833], [3.9519, -0.4224, 0.2065], [-3.4070, -1.6036, 1.2230], [2.0046, 1.7605, 1.8073], [3.7280, -1.9842, -1.0943], [-3.3808, -2.6735, 1.4718], [0.8478, -0.4251, -0.9884], [-3.6402, -2.0170, -0.9212], [-4.4171, -1.2294, 1.4690], [-1.5321, -1.4433, -1.5622], [1.0442, 2.3442, -0.7574], [4.5137, 0.1609, -0.5587], [2.0225, -0.5826, 1.1073], [3.4374, -2.4260, 0.4131], [-3.1143, 0.2012, -1.7373], [4.5222, -0.2435, 1.0986], [-2.6703, -1.0843, 1.8518], [-1.7643, 0.8189, 0.9565], [2.1605, 0.5103, -1.7807], [3.0764, 2.2312, 0.4500]], "nbo_charge": [-0.520, -0.826, -0.578, -0.619, -0.048, -0.222, 0.439, -0.210, -0.218, -0.243, -0.218, -0.627, 0.186, 0.348, 0.218, 0.192, 0.199, 0.220, 0.359, 0.357, 0.187, 0.198, 0.351, 0.212, 0.190, 0.222, 0.119, 0.165, 0.167]}


{"formula": "C23H27ClN4O", "method": "the ωB97M-V functional and the def2-TZVPD basis", "total_energy_ha": -1647.10191, "fmax_ev_per_a": 0.14, "relative_energy_kj_mol": 67.7, "smiles": "C=C(C)CNC(=O)[C@@H](c1cccn2ccnc12)N(CC(C)C)c1ccc(Cl)cc1", "species": ["Cl", "O", "N", "N", "N", "N", "C", "C", "C", "C", "C", "C", "C", "C", "C", "C", "C", "C", "C", "C", "C", "C", "C", "C", "C", "C", "C", "C", "C", "H", "H", "H", "H", "H", "H", "H", "H", "H", "H", "H", "H", "H", "H", "H", "H", "H", "H", "H", "H", "H", "H", "H", "H", "H", "H", "H"], "coordinates": [[4.3246, 3.2997, 0.7414], [-1.3674, -2.8314, -0.3118], [1.7861, -0.9931, 1.2737], [-0.9703, 0.7362, -0.1394], [1.2270, -0.8944, 3.4309], [0.3012, -1.6200, -1.2618], [0.2835, 1.4029, 0.0858], [2.5989, -1.0041, 3.3793], [0.5792, 2.0406, 1.2892], [3.1421, -2.5234, -2.8827], [1.2247, 1.4277, -0.9342], [0.8881, -2.7811, -1.9176], [2.7591, 2.5893, 0.4777], [-4.4561, 2.2519, -0.5070], [-3.3534, 1.2256, -0.7495], [0.7752, -0.8875, 2.1197], [-0.6193, -0.7319, 1.8758], [-1.4464, -0.6427, 2.9538], [1.2113, -1.6125, -4.1575], [2.9023, -1.0609, 2.0479], [2.4697, 2.0089, -0.7429], [-0.7303, -1.7968, -0.4046], [-0.9441, -0.6741, 4.2841], [1.8355, -2.3206, -2.9909], [-3.0105, 1.1226, -2.2304], [0.3830, -0.7922, 4.5035], [-1.1502, -0.6004, 0.4645], [-2.1282, 1.6106, 0.0788], [1.8162, 2.6274, 1.4927], [-2.4060, 1.6684, 1.1443], [2.0554, 3.1073, 2.4320], [1.4077, -3.4093, -1.1875], [0.9675, 0.9823, -1.8874], [-2.5136, -0.5450, 2.7985], [-2.2525, 0.3608, -2.4101], [-0.1537, 2.0597, 2.0860], [-3.8976, 0.8773, -2.8166], [1.9633, -1.2552, -4.8594], [0.5301, -2.2824, -4.6886], [0.9806, -0.9377, -0.9503], [0.0737, -3.3702, -2.3410], [-1.6165, -0.6029, 5.1261], [-4.1455, 3.2387, -0.8606], [-4.6998, 2.3369, 0.5542], [3.8319, -2.1904, -3.6488], [3.8821, -1.1468, 1.6062], [-2.2247, -0.7542, 0.5320], [3.5596, -3.0360, -2.0244], [-3.7288, 0.2532, -0.4132], [-1.8249, 2.6164, -0.2226], [0.6122, -0.7638, -3.8185], [3.2024, -1.0332, 4.2685], [-2.6174, 2.0761, -2.5953], [0.8420, -0.8171, 5.4807], [-5.3674, 1.9790, -1.0401], [3.2082, 2.0121, -1.5326]], "nbo_charge": [-0.005, -0.625, -0.509, -0.477, -0.310, -0.632, 0.142, -0.138, -0.177, -0.399, -0.210, -0.256, -0.037, -0.600, -0.229, 0.294, 0.049, -0.218, -0.647, -0.025, -0.216, 0.695, -0.260, 0.018, -0.607, 0.021, -0.166, -0.201, -0.245, 0.171, 0.228, 0.199, 0.231, 0.221, 0.225, 0.215, 0.208, 0.215, 0.219, 0.429, 0.224, 0.230, 0.201, 0.206, 0.195, 0.213, 0.240, 0.198, 0.193, 0.207, 0.221, 0.223, 0.199, 0.217, 0.213, 0.229]}


{"formula": "C2H2N2O", "method": "the ωB97M-V functional and the def2-TZVPD basis", "total_energy_ha": -262.03451, "fmax_ev_per_a": 11.59, "relative_energy_kj_mol": 339.8, "smiles": "N#CC#N.O", "species": ["O", "N", "N", "C", "C", "H", "H"], "coordinates": [[0.9729, -0.1104, 1.1499], [-1.5383, 1.3171, 2.5728], [-2.7040, 1.1392, -0.7079], [-1.7111, 1.1332, 1.4411], [-2.0382, 0.9862, 0.2480], [0.7725, -0.6300, 1.8758], [1.9360, 0.0363, 0.4801]], "nbo_charge": [-1.034, -0.163, -0.137, 0.147, 0.149, 0.499, 0.539]}


{"formula": "C4H4IN", "method": "the ωB97M-V functional and the def2-TZVPD basis", "total_energy_ha": -507.25293, "fmax_ev_per_a": 3.30, "relative_energy_kj_mol": 0.0, "smiles": "Ic1cc[nH]c1", "species": ["I", "N", "C", "C", "C", "C", "H", "H", "H", "H"], "coordinates": [[-3.1980, -0.0059, 0.0023], [1.0035, -0.6792, 0.0117], [-1.1148, -0.0354, -0.0163], [-0.2034, 1.1945, -0.0074], [1.0502, 0.6824, 0.0110], [-0.2882, -1.1113, -0.0060], [-0.5206, -2.1599, 0.0051], [1.9975, 1.1887, 0.0458], [1.8069, -1.2844, -0.0284], [-0.5332, 2.2105, -0.0177]], "nbo_charge": [0.161, -0.510, -0.264, -0.308, -0.061, -0.100, 0.220, 0.214, 0.415, 0.233]}